Model one:
Density functional theory data (ωB97M-V/def2-TZVPD) for C22H27N3O2 in the gas phase.

orbital gap: 8.994 eV
HOMO level: -8.28 eV
LUMO: 0.71 eV

Each line ends with the Mulliken charge.
Positions of all 54 atoms, in Å:
C -6.388 -1.550 -0.602  -1.44
C -5.244 -0.641 -0.268  0.81
C -4.804 0.304 -1.192  -0.58
C -3.753 1.145 -0.900  -0.24
C -3.105 1.069 0.335  0.43
O -2.082 1.958 0.512  -0.47
C -1.221 1.822 1.617  -0.83
C -0.293 0.601 1.491  -0.91
N 0.536 0.703 0.325  0.89
C 0.414 0.061 -0.875  0.68
C -0.597 -0.991 -1.177  -0.02
C -0.245 -2.320 -0.481  -0.95
N 1.152 -2.656 -0.617  -0.12
C 2.046 -2.355 0.359  0.37
O 1.706 -1.925 1.442  -0.66
C 3.493 -2.641 -0.022  0.52
C 4.076 -1.387 -0.679  -1.32
C 4.293 -3.028 1.218  -1.54
N 1.322 0.414 -1.742  -0.82
C 2.099 1.353 -1.113  0.28
C 3.207 2.059 -1.564  -0.61
C 3.809 2.933 -0.685  -0.44
C 3.334 3.106 0.616  -0.79
C 2.233 2.417 1.083  -0.93
C 1.617 1.542 0.202  0.66
C -3.542 0.135 1.265  -0.13
C -4.600 -0.705 0.956  -1.07
H -6.188 -2.092 -1.525  0.33
H -7.300 -0.972 -0.748  0.33
H -6.559 -2.269 0.195  0.34
H -5.292 0.376 -2.152  0.38
H -3.406 1.876 -1.613  0.43
H -0.626 2.739 1.609  0.51
H -1.779 1.771 2.560  0.33
H -0.886 -0.311 1.423  0.22
H 0.346 0.532 2.375  0.52
H -0.583 -1.133 -2.259  0.56
H -1.599 -0.677 -0.881  -0.65
H -0.433 -2.259 0.593  0.37
H -0.854 -3.125 -0.902  0.38
H 1.492 -2.829 -1.550  0.31
H 3.511 -3.466 -0.743  0.38
H 4.082 -0.563 0.031  0.21
H 5.098 -1.574 -1.001  0.50
H 3.487 -1.086 -1.542  0.30
H 5.344 -3.156 0.969  0.42
H 4.198 -2.249 1.970  0.28
H 3.916 -3.957 1.641  0.40
H 3.576 1.917 -2.568  0.46
H 4.674 3.498 -1.003  0.40
H 3.843 3.796 1.273  0.41
H 1.878 2.552 2.094  0.43
H -3.079 0.050 2.237  0.37
H -4.924 -1.425 1.694  0.30

=====

Model two:
Density functional theory data (ωB97M-V/def2-TZVPD) for C22H27N3O2 in the gas phase.

orbital gap: 8.209 eV
HOMO level: -7.62 eV
LUMO: 0.59 eV

Each line ends with the Mulliken charge.
Positions of all 54 atoms, in Å:
C -1.650 -5.057 -1.473  -1.51
C -1.554 -3.779 -0.698  1.00
C -1.509 -2.548 -1.338  -0.97
C -1.405 -1.372 -0.616  -0.14
C -1.340 -1.403 0.770  0.90
C -1.259 -0.121 1.588  -1.07
N -2.550 0.538 1.651  -0.18
C -2.939 1.308 0.579  0.72
C -4.279 1.546 0.286  -0.95
C -4.621 2.374 -0.766  -0.45
C -3.641 2.978 -1.540  -0.80
C -2.309 2.761 -1.245  -0.51
C -1.948 1.932 -0.191  0.02
C -0.526 1.763 0.165  0.97
O 0.358 2.464 -0.304  -0.75
N -0.260 0.799 1.092  0.34
C 1.091 0.645 1.588  -1.59
C 1.794 -0.617 1.079  0.02
C 1.983 -0.643 -0.456  -1.27
N 3.196 -0.122 -1.023  0.09
C 4.422 -0.871 -0.869  -0.75
C 5.322 -0.358 0.266  -0.51
O 5.562 1.025 0.145  -0.42
C 4.346 1.748 0.147  -0.33
C 3.433 1.307 -1.005  -0.63
C -1.397 -2.632 1.416  -0.34
C -1.500 -3.804 0.691  -0.85
H -0.740 -5.643 -1.344  0.32
H -1.786 -4.861 -2.533  0.35
H -2.485 -5.658 -1.117  0.38
H -1.552 -2.504 -2.416  0.31
H -1.373 -0.428 -1.139  0.31
H -0.980 -0.385 2.621  0.43
H -3.276 -0.019 2.077  0.36
H -5.045 1.076 0.887  0.37
H -5.665 2.546 -0.988  0.40
H -3.918 3.620 -2.362  0.41
H -1.521 3.229 -1.815  0.46
H 1.056 0.626 2.685  0.14
H 1.632 1.536 1.267  0.81
H 2.762 -0.695 1.575  0.29
H 1.206 -1.490 1.371  0.48
H 1.159 -0.090 -0.914  0.55
H 1.903 -1.682 -0.792  0.24
H 4.190 -1.926 -0.711  0.41
H 4.985 -0.772 -1.808  0.39
H 6.301 -0.841 0.223  0.37
H 4.868 -0.571 1.248  0.25
H 4.620 2.798 0.035  0.35
H 3.845 1.611 1.117  0.29
H 2.481 1.836 -0.957  0.18
H 3.934 1.566 -1.947  0.35
H -1.353 -2.672 2.496  0.36
H -1.538 -4.752 1.208  0.41

=====

Verdict on stability: model one comes out on top.

=====

Model one:
Density functional theory data (ωB97M-V/def2-TZVPD) for C23H33N3O4 in the gas phase.

orbital gap: 8.844 eV
HOMO level: -8.10 eV
LUMO: 0.74 eV

Each line ends with the Mulliken charge.
Positions of all 63 atoms, in Å:
C -2.087 -2.547 0.148  -1.59
C -0.949 -1.669 0.653  0.43
C 0.321 -1.783 -0.199  0.10
C 1.010 -3.132 -0.009  -1.77
C 1.309 -0.660 0.155  -0.28
N 0.684 0.637 -0.025  0.35
C 0.943 1.685 0.773  0.01
O 1.700 1.627 1.725  -0.73
C 0.129 2.946 0.481  0.02
C -0.074 3.245 -1.000  -0.93
C -1.350 2.492 -1.364  0.37
O -1.716 2.232 -2.486  -0.66
N -1.986 2.172 -0.201  0.30
C -3.162 1.412 -0.079  -0.06
C -3.935 1.497 1.079  -0.30
C -5.062 0.717 1.225  -0.82
C -5.456 -0.164 0.219  0.82
O -6.580 -0.893 0.469  -0.48
C -7.024 -1.798 -0.512  -0.81
C -4.695 -0.238 -0.942  -0.47
C -3.560 0.538 -1.084  -0.52
C -1.311 2.707 0.966  -1.11
C 2.515 -0.711 -0.799  -0.74
O 2.316 -0.752 -2.003  -0.72
N 3.749 -0.679 -0.268  0.25
C 4.058 -0.538 1.147  -0.26
C 5.495 -0.051 1.338  -0.89
C 5.766 1.081 0.354  -0.50
C 5.716 0.550 -1.086  -0.69
C 4.892 -0.740 -1.156  -1.02
H -2.305 -2.321 -0.893  0.31
H -1.840 -3.602 0.229  0.46
H -2.986 -2.361 0.731  0.38
H -0.712 -1.934 1.686  0.35
H -1.292 -0.633 0.648  -0.32
H 0.059 -1.669 -1.256  0.39
H 0.347 -3.944 -0.291  0.47
H 1.301 -3.268 1.032  0.34
H 1.900 -3.192 -0.631  0.39
H 1.598 -0.738 1.203  1.26
H 0.169 0.749 -0.885  0.40
H 0.601 3.765 1.026  0.51
H -0.246 4.311 -1.166  0.35
H 0.754 2.938 -1.638  0.40
H -3.666 2.177 1.872  0.42
H -5.661 0.777 2.119  0.44
H -6.276 -2.573 -0.711  0.31
H -7.275 -1.287 -1.447  0.33
H -7.921 -2.260 -0.103  0.24
H -4.969 -0.902 -1.746  0.39
H -2.985 0.469 -1.993  0.51
H -1.774 3.649 1.284  0.46
H -1.351 1.996 1.796  0.55
H 3.914 -1.498 1.660  0.06
H 3.391 0.207 1.589  0.41
H 5.606 0.300 2.364  0.41
H 6.211 -0.860 1.183  0.37
H 6.734 1.540 0.556  0.36
H 4.999 1.845 0.497  0.23
H 5.276 1.302 -1.742  0.27
H 6.721 0.336 -1.452  0.37
H 5.506 -1.602 -0.873  0.44
H 4.513 -0.902 -2.166  0.43

=====

Model two:
Density functional theory data (ωB97M-V/def2-TZVPD) for C23H33N3O4 in the gas phase.

orbital gap: 8.650 eV
HOMO level: -8.12 eV
LUMO: 0.53 eV

Each line ends with the Mulliken charge.
Positions of all 63 atoms, in Å:
C -1.954 -3.725 -1.233  -1.53
C -0.587 -3.256 -0.844  0.70
C -0.228 -3.173 0.494  -0.83
C 1.042 -2.787 0.883  -0.30
C 1.990 -2.464 -0.078  0.63
O 3.295 -2.107 0.167  -0.51
C 3.736 -1.914 1.487  -0.68
C 3.245 -0.574 2.072  -0.91
N 3.353 0.482 1.086  0.38
C 4.692 0.815 0.658  -1.05
C 2.221 0.819 0.417  0.15
O 1.124 0.441 0.785  -0.62
C 2.379 1.724 -0.804  -0.01
C 2.399 3.203 -0.408  -1.02
C 1.121 3.537 0.344  -0.72
C -0.149 3.039 -0.320  0.82
O -1.234 3.481 0.025  -0.72
N -0.034 2.108 -1.286  0.25
C -1.243 1.577 -1.884  -1.86
C -1.593 0.184 -1.339  0.67
C -3.105 -0.066 -1.256  -1.71
N -3.646 0.199 0.051  0.27
C -3.827 1.536 0.576  -0.05
C -4.114 1.300 2.062  -0.80
C -4.680 -0.117 2.103  -0.51
C -4.112 -0.774 0.855  0.45
O -4.100 -1.963 0.603  -0.72
C 1.197 1.507 -1.748  -0.90
C 1.635 -2.519 -1.423  -0.31
C 0.366 -2.915 -1.796  -0.42
H -2.023 -4.806 -1.111  0.44
H -2.169 -3.488 -2.273  0.33
H -2.711 -3.273 -0.594  0.26
H -0.961 -3.415 1.249  0.38
H 1.273 -2.746 1.936  0.34
H 3.438 -2.740 2.143  0.40
H 4.827 -1.912 1.411  0.44
H 2.189 -0.640 2.339  0.27
H 3.833 -0.322 2.959  0.54
H 5.368 0.658 1.498  0.34
H 4.759 1.859 0.363  0.33
H 5.020 0.184 -0.173  0.30
H 3.291 1.455 -1.343  0.86
H 3.263 3.439 0.217  0.30
H 2.468 3.807 -1.317  0.48
H 1.137 3.082 1.338  0.15
H 1.015 4.614 0.485  0.54
H -1.111 1.547 -2.970  0.19
H -2.038 2.288 -1.650  0.77
H -1.141 -0.584 -1.967  0.36
H -1.161 0.079 -0.342  0.14
H -3.633 0.544 -1.999  0.42
H -3.316 -1.119 -1.453  0.41
H -2.938 2.151 0.426  0.06
H -4.677 2.019 0.074  0.21
H -4.798 2.042 2.470  0.40
H -3.182 1.346 2.625  0.28
H -4.407 -0.675 2.996  0.36
H -5.770 -0.126 2.018  0.24
H 1.445 1.923 -2.736  0.42
H 1.026 0.432 -1.860  0.13
H 2.378 -2.260 -2.163  0.46
H 0.116 -2.964 -2.847  0.29

=====

Verdict on stability: model one comes out on top.